Entry A
{
  "formula": "C2H7BNO5P",
  "method": "wB97M-V/def2-TZVPD",
  "total_charge": -2,
  "e_homo_ev": -1.01,
  "gap_ev": 7.23,
  "elements": ["B", "C", "C", "N", "O", "O", "O", "O", "O", "P", "H", "H", "H", "H", "H", "H", "H"],
  "xyz": [[-0.6281, 0.3127, 0.3661], [0.0723, -0.5140, 1.6082], [0.2818, 1.2526, -0.3261], [-0.0395, 0.1549, -1.0554], [-2.3377, 0.8808, 2.9165], [-2.7513, 2.8441, 1.2099], [-4.4451, 0.9958, 1.3532], [1.0251, 2.2624, -0.6611], [-2.1617, 0.5054, 0.3166], [-2.9467, 1.2041, 1.6084], [1.1563, -0.2969, 1.5815], [-0.0772, -1.6426, 1.7327], [-0.3824, 0.0731, 2.4938], [2.8227, 2.2604, -0.3655], [0.2151, 0.1014, -2.0748], [3.3347, 2.3245, -0.9447], [-1.7873, 3.0021, 1.2312]],
  "mulliken_charge": [0.4563, -0.8875, 0.2734, -0.4639, -0.7410, -0.5612, -0.8277, -0.8069, -0.3891, 0.7886, 0.2128, 0.2092, 0.2491, -0.1738, 0.2330, 0.1195, 0.3091]
}



Entry B
{
  "formula": "C2H7BNO5P",
  "method": "wB97M-V/def2-TZVPD",
  "total_charge": -2,
  "e_homo_ev": -0.86,
  "gap_ev": 6.98,
  "elements": ["B", "C", "C", "N", "O", "O", "O", "O", "O", "P", "H", "H", "H", "H", "H", "H", "H"],
  "xyz": [[-0.1987, -0.6489, 0.5405], [-1.7065, -0.7061, 1.2124], [0.9648, -0.0230, 1.3834], [-0.1595, -1.6895, -0.6083], [-0.5087, 0.8978, -2.6316], [0.4781, 2.9232, -1.4918], [1.8304, 0.7063, -1.6297], [2.1831, 0.0554, 1.2172], [-0.0709, 0.8662, 0.0585], [0.3497, 1.4292, -1.4578], [-2.4141, -1.5046, 0.7112], [-2.1217, 0.2045, 1.0305], [-1.7056, -0.8046, 2.3287], [0.6748, 0.6685, 2.3117], [-0.4279, -1.1895, -1.4602], [0.7952, -1.9339, -0.8102], [2.0376, 0.7492, -0.7044]],
  "mulliken_charge": [0.8792, -1.1188, 0.0711, -0.9225, -0.8128, -0.8181, -0.5068, -0.7161, -0.4587, 0.7521, 0.1072, 0.4223, 0.2155, 0.0254, 0.2861, 0.2408, 0.3541]
}



Which of them is most stable, and which least? Most stable: entry B; least stable: entry A.



Entry A
{
  "formula": "CH4N2O2S",
  "method": "wB97M-V/def2-TZVPD",
  "e_homo_ev": -9.71,
  "gap_ev": 10.07,
  "elements": ["C", "N", "N", "O", "O", "S", "H", "H", "H", "H"],
  "xyz": [[-0.6217, 0.1340, -0.4084], [1.5614, 0.5864, 3.7280], [2.0005, -0.3782, 3.4608], [1.0852, 1.5812, 3.9961], [1.5227, 1.3213, 0.7261], [0.0695, 1.0358, 1.0123], [-1.6993, 0.4692, -0.3696], [-0.0610, 0.7081, -1.1811], [-0.4823, -0.9051, -0.5587], [-0.5187, 2.1250, 0.2147]],
  "mulliken_charge": [-0.8647, 0.8551, -0.3315, -0.5363, -0.5454, 0.3316, 0.2972, 0.3051, 0.3278, 0.1611]
}



Entry B
{
  "formula": "CH4N2O2S",
  "method": "wB97M-V/def2-TZVPD",
  "e_homo_ev": -8.17,
  "gap_ev": 6.81,
  "elements": ["C", "N", "N", "O", "O", "S", "H", "H", "H", "H"],
  "xyz": [[0.6352, 1.0178, -0.4624], [2.8640, 0.4262, -0.3953], [-0.5201, -1.3007, -0.2833], [3.4287, -0.4506, 0.1232], [1.6834, 0.8229, 0.3488], [-0.5767, 2.1487, 0.0004], [0.9471, 1.0023, -1.5290], [0.2066, -1.6858, 0.3199], [-1.2261, -0.7852, 0.2665], [-0.7300, 1.4284, 1.1401]],
  "mulliken_charge": [-0.0605, 0.2327, -0.5820, -0.2338, -0.0878, -0.1065, 0.3067, 0.2017, 0.1859, 0.1437]
}



Entry C
{
  "formula": "CH4N2O2S",
  "method": "wB97M-V/def2-TZVPD",
  "e_homo_ev": [-8.99, -8.99],
  "gap_ev": [8.56, 8.56],
  "elements": ["C", "N", "N", "O", "O", "S", "H", "H", "H", "H"],
  "xyz": [[-1.5201, 0.6485, -0.1855], [1.4618, -0.6520, -0.1093], [-1.1073, -0.5407, -0.3062], [-1.1681, 2.2947, 1.6218], [-1.6568, -1.6577, -0.4169], [-1.3736, 2.2418, 0.1815], [1.8542, -0.5691, -0.9860], [1.9366, -1.4702, 0.1720], [0.0090, -0.4946, -0.4412], [1.5644, 0.1993, 0.4697]],
  "mulliken_charge": [0.2040, -0.7797, 0.3001, -0.4856, -0.6028, 0.2240, 0.2659, 0.2274, 0.3544, 0.2921]
}



Which of them is most stable, and which least? Most stable: entry A; least stable: entry B.